Entry 1:
{
  "formula": "C3H5NO",
  "method": "ωB97M-V with the def2-TZVPD basis set",
  "homo_lumo_gap_ev": [8.5, 9.7],
  "e_lumo_ha": [-0.007, 0.005],
  "total_charge": 0,
  "e_tot_ev": -6725.9542,
  "e_above_lowest_kj_mol": 349.1,
  "elements": ["C", "C", "O", "C", "N", "H", "H", "H", "H", "H"],
  "coordinates": [[0.3838, 0.9124, -0.9769], [0.5006, -0.2652, -0.0852], [-1.0631, -0.2337, 1.6119], [-0.6408, -0.8973, 0.4983], [-0.9684, -1.9042, -0.1524], [-0.6557, 1.2234, -1.1079], [0.8309, 0.6665, -1.9365], [0.9589, 1.7589, -0.5619], [1.4873, -0.5346, 0.3036], [-0.8337, -0.7262, 2.4068]]
}

---

Entry 2:
{
  "formula": "C3H5NO",
  "method": "ωB97M-V with the def2-TZVPD basis set",
  "homo_lumo_gap_ev": 9.3,
  "e_lumo_ha": 0.038,
  "smiles": "C1=CONC1",
  "total_charge": 0,
  "e_tot_ev": -6727.0396,
  "e_above_lowest_kj_mol": 244.4,
  "elements": ["O", "C", "C", "C", "N", "H", "H", "H", "H", "H"],
  "coordinates": [[-0.4587, 1.4329, 0.3848], [-0.5817, 0.8457, -0.8315], [-0.1921, -0.4211, -0.8909], [0.3021, -0.8068, 0.4799], [0.0813, 0.4261, 1.2802], [-0.9931, 1.4994, -1.5909], [-0.2424, -1.0777, -1.7486], [-0.2636, -1.6382, 0.9206], [1.3655, -1.0916, 0.4806], [0.9827, 0.8313, 1.5160]]
}

---

Entry 3:
{
  "formula": "C3H5NO",
  "method": "ωB97M-V with the def2-TZVPD basis set",
  "homo_lumo_gap_ev": [8.3, 8.3],
  "e_lumo_ha": [0.005, 0.005],
  "total_charge": 0,
  "e_tot_ev": -6724.9980,
  "e_above_lowest_kj_mol": 441.4,
  "elements": ["C", "C", "C", "N", "O", "H", "H", "H", "H", "H"],
  "coordinates": [[1.3937, -0.2428, -0.6763], [-1.6221, -0.2779, 0.2354], [-0.3992, 1.1195, 0.1809], [0.6751, 0.6177, -0.1516], [-2.2840, -0.1756, -0.8136], [1.4348, -0.5112, -1.6867], [2.2238, -0.6430, -0.0033], [-0.8997, -1.1030, 0.4800], [-2.2261, 0.0122, 1.2526], [-0.6093, 2.1291, 0.2571]]
}

---

Entry 4:
{
  "formula": "C3H5NO",
  "method": "ωB97M-V with the def2-TZVPD basis set",
  "homo_lumo_gap_ev": 11.7,
  "e_lumo_ha": 0.025,
  "smiles": "N#CCCO",
  "total_charge": 0,
  "e_tot_ev": -6728.9109,
  "e_above_lowest_kj_mol": 63.9,
  "elements": ["O", "C", "C", "C", "N", "H", "H", "H", "H", "H"],
  "coordinates": [[1.1485, -1.3343, -0.5971], [0.7659, -0.0334, -0.2043], [-0.5172, -0.0929, 0.6581], [-1.3601, 1.0796, 0.4146], [-1.9974, 2.0065, 0.1447], [1.1355, -1.3846, -1.5583], [1.5826, 0.4162, 0.3721], [0.5851, 0.6188, -1.0666], [-0.2898, -0.1680, 1.7265], [-1.0815, -0.9904, 0.3850]]
}

---

Entry 5:
{
  "formula": "C3H5NO",
  "method": "ωB97M-V with the def2-TZVPD basis set",
  "homo_lumo_gap_ev": 10.8,
  "e_lumo_ha": 0.018,
  "total_charge": 0,
  "e_tot_ev": -6726.8090,
  "e_above_lowest_kj_mol": 266.7,
  "elements": ["O", "C", "C", "C", "N", "H", "H", "H", "H", "H"],
  "coordinates": [[-2.0852, -0.4149, 0.2793], [-0.7023, -0.2521, 0.2152], [0.6320, 0.9466, -0.4422], [1.5935, 0.0054, 0.1066], [1.9646, -0.9522, 0.6477], [-2.3461, -1.2007, -0.2290], [-0.3787, -0.0841, 1.2341], [-0.2721, -1.0754, -0.3392], [0.7641, 1.9297, 0.0465], [0.8302, 1.0976, -1.5190]]
}

---

Entry 6:
{
  "formula": "C3H5NO",
  "method": "ωB97M-V with the def2-TZVPD basis set",
  "homo_lumo_gap_ev": [5.3, 8.5],
  "e_lumo_ha": [0.038, -0.046],
  "multiplicity": 3,
  "total_charge": 0,
  "e_tot_ev": -6721.4637,
  "e_above_lowest_kj_mol": 363.7,
  "elements": ["C", "C", "C", "N", "O", "H", "H", "H", "H", "H"],
  "coordinates": [[-1.1407, -0.4671, -0.7676], [-0.1164, -0.0115, -0.0741], [1.3804, 0.0963, -0.0584], [-0.9795, 0.5454, 0.8641], [-2.1094, 0.0584, 0.1254], [-1.2715, -1.1822, -1.5985], [1.6337, 1.0241, 0.5430], [2.0968, -0.7583, 0.2261], [1.5503, 0.3566, -1.1131], [-1.0437, 0.3382, 1.8530]]
}